# 1
DFT (ωB97M-V/def2-TZVPD) results for one molecule with the formula CH3N5O in a non-equilibrium geometry.

XYZ file:
```
10
Properties=species:S:1:pos:R:3:forces:R:3
C -1.621 0.410 -0.306 1.51 0.11 -0.44
N 2.475 -0.799 0.553 0.88 -0.82 -0.97
N 2.185 0.448 0.782 -0.72 0.07 0.84
N 1.480 -1.417 -0.030 -0.76 0.39 0.54
N 0.926 0.631 0.466 0.56 1.13 0.05
N 0.542 -0.487 -0.021 0.33 0.22 0.13
O -0.650 -0.607 -0.598 0.08 -2.14 -0.34
H -1.022 1.311 -0.293 -0.75 0.69 -0.18
H -2.109 0.263 0.641 -0.29 -0.26 0.27
H -2.207 0.248 -1.193 -0.84 0.63 0.08
```
Positions in Å, forces in eV/Å.

Summary:
- Net charge: 0
- Energy relative to the best compared isomer or geometry (same formula, charge and spin): 2.7882 eV
- Energy: -388.76725 hartree
- Structure (SMILES): COn1nnnn1
- Gap between HOMO and LUMO: 0.435 Eh
- 2S+1: 1
- HOMO energy: -11.081 eV
- LUMO energy: 0.028 hartree


# 2
DFT (ωB97M-V/def2-TZVPD) results for C26H55BCaCl4F4N3NaO14P2 as an isolated structure in a non-equilibrium geometry.

XYZ file:
```
111
Properties=species:S:1:pos:R:3:forces:R:3
C 2.012 1.311 5.579 0.28 0.21 0.30
C 2.012 1.115 4.406 -0.15 -0.54 -1.61
P 2.294 0.634 2.703 0.06 0.58 -0.41
C 0.937 0.707 1.459 -0.28 -0.79 -0.63
C -0.405 1.198 2.034 0.67 -0.41 -0.06
C -1.359 0.066 2.411 -0.33 0.85 -0.15
C -2.711 0.535 1.908 0.39 0.00 0.37
N -3.010 1.783 2.635 -0.61 0.33 -0.18
C -4.007 1.617 3.632 0.02 0.38 -0.56
C -5.439 1.751 3.204 0.32 0.14 -0.28
O -3.716 1.379 4.762 0.34 -0.56 1.13
O 1.730 -0.971 3.119 -0.25 0.10 0.14
B 2.691 -1.833 3.517 -0.35 -0.51 -0.10
O 3.169 -1.840 4.811 0.16 0.63 0.02
O 3.211 -2.712 2.583 0.16 0.50 -0.33
C 3.024 2.284 2.225 -0.05 0.01 0.17
C 2.010 3.387 1.982 0.66 0.09 0.31
C 4.139 2.693 3.189 0.06 0.57 -0.35
C 3.797 3.857 4.097 0.20 -0.57 0.03
C 4.850 4.019 5.150 -0.16 0.58 0.54
H 2.181 1.553 6.577 -0.21 0.17 1.00
H 3.522 0.039 2.284 -0.06 -0.07 0.23
H 0.753 -0.340 1.138 0.26 0.24 0.28
H 1.215 1.275 0.537 0.22 1.21 3.27
H -0.911 1.801 1.299 0.10 0.52 -0.37
H -0.217 1.845 2.869 -0.09 0.37 0.34
H -1.452 0.020 3.481 0.19 -0.45 0.55
H -1.062 -0.887 2.004 0.06 -0.44 -0.11
H -3.472 -0.218 2.019 -0.34 -0.19 0.21
H -2.655 0.748 0.855 -0.06 0.11 -0.53
H -3.331 2.509 2.007 0.06 -0.04 -0.33
H -5.781 2.766 3.322 -0.05 0.51 0.14
H -6.035 1.110 3.818 -0.41 -0.29 0.36
H -5.550 1.493 2.164 -0.13 -0.16 -0.38
H 4.099 -2.057 4.802 0.21 -0.44 0.41
H 4.148 -2.831 2.731 0.26 -0.62 -0.01
H 3.535 2.115 1.287 0.12 -0.38 -0.54
H 1.482 3.272 1.057 -0.59 -0.08 -0.34
H 2.531 4.321 1.870 0.15 0.55 -0.12
H 1.339 3.528 2.813 -0.50 0.04 0.14
H 4.514 1.841 3.747 -0.02 -0.32 0.42
H 5.007 3.042 2.632 0.09 -0.30 -0.32
H 3.802 4.765 3.516 -0.33 0.37 -0.25
H 2.825 3.737 4.533 -0.49 0.03 0.27
H 4.468 4.625 5.960 -0.07 0.20 0.46
H 5.673 4.579 4.735 0.55 0.01 -0.21
H 5.188 3.077 5.556 0.19 -0.44 0.17
Na 1.118 0.440 -0.808 -0.33 -1.36 -3.02
F 5.476 3.022 0.425 -0.02 -0.11 -0.31
Ca 6.418 4.741 0.794 0.30 0.07 0.52
C -5.058 -0.414 -1.191 0.09 0.21 0.17
C -4.748 1.043 -1.531 -0.59 -0.53 -0.23
C -6.028 1.802 -1.858 0.00 0.22 0.13
O -3.840 1.131 -2.602 0.43 0.23 -0.37
H -5.529 -0.932 -2.029 0.00 0.00 -0.12
H -4.143 -0.959 -0.955 0.01 -0.01 0.02
H -5.725 -0.446 -0.324 -0.02 -0.08 -0.07
H -4.246 1.515 -0.677 0.00 0.08 -0.07
H -6.511 1.369 -2.737 0.00 -0.13 0.04
H -5.802 2.843 -2.094 0.03 0.05 0.05
H -6.735 1.777 -1.022 0.03 -0.02 -0.06
H -4.214 0.724 -3.407 0.15 -0.08 0.42
C -7.198 -1.773 2.285 0.01 -0.12 -0.18
Cl -5.447 -1.570 2.212 -0.14 -0.27 0.12
Cl -7.957 -0.180 2.234 -0.26 -0.04 -0.02
Cl -7.750 -2.729 0.913 0.08 0.04 0.03
Cl -7.628 -2.598 3.791 -0.04 0.04 0.06
C -2.612 -3.490 -7.148 -0.28 -0.15 -0.05
C -2.616 -3.282 -5.634 0.41 -0.14 -0.12
O -2.976 -1.968 -5.229 -0.08 0.68 -0.59
C -4.388 -1.620 -5.186 -0.39 -1.56 0.76
O -5.139 -2.485 -4.558 -0.11 0.73 -0.25
C -4.961 -1.303 -6.605 0.59 0.05 -0.18
F -4.067 -0.648 -7.405 -0.11 0.07 -0.08
F -6.024 -0.462 -6.510 -0.13 0.06 0.08
F -5.389 -2.358 -7.319 -0.17 0.07 0.10
H -2.190 -2.623 -7.662 0.07 0.00 0.03
H -2.020 -4.376 -7.393 0.07 0.03 0.10
H -3.613 -3.660 -7.541 0.03 0.04 -0.05
H -1.593 -3.427 -5.287 -0.18 0.08 0.23
H -3.214 -4.041 -5.131 -0.14 0.10 0.00
H -4.326 -0.592 -4.748 0.09 0.34 0.10
C 0.831 -6.446 -3.471 0.21 -0.14 0.10
C -0.422 -5.634 -3.863 -0.11 0.00 0.02
O -1.340 -6.281 -4.405 -0.08 -0.01 -0.07
O -0.391 -4.405 -3.597 0.38 -0.08 0.22
H 0.718 -7.500 -3.732 -0.07 0.02 0.01
H 1.706 -6.052 -3.991 -0.22 -0.03 0.20
H 0.997 -6.373 -2.390 0.02 0.08 -0.01
O -1.182 4.913 0.886 -0.17 0.05 -0.41
P -0.195 6.052 0.649 -0.04 -0.15 -0.03
O -0.928 7.351 0.345 -0.25 -0.04 0.44
O 0.703 5.672 -0.525 0.26 -0.42 0.27
O 0.647 6.268 1.903 0.32 0.36 -0.21
C 4.403 -5.050 -5.047 0.07 -0.21 0.11
O 3.278 -5.438 -5.231 0.03 0.01 -0.47
N 4.754 -4.197 -4.061 0.39 0.24 0.24
C 6.126 -3.809 -3.836 -0.32 0.09 0.09
C 3.708 -3.652 -3.200 -0.04 -0.12 -0.30
H 5.263 -5.389 -5.659 0.03 0.07 0.02
H 6.437 -4.098 -2.828 0.11 0.04 -0.03
H 6.233 -2.726 -3.943 0.14 0.00 0.03
H 6.778 -4.298 -4.558 -0.01 -0.03 -0.03
H 3.163 -4.453 -2.703 -0.10 0.05 -0.05
H 3.004 -3.087 -3.812 -0.17 -0.06 0.13
H 4.156 -2.996 -2.455 0.11 -0.02 -0.02
N 8.240 4.088 5.295 0.00 0.00 0.21
H 9.214 4.155 5.611 0.01 0.02 -0.09
H 8.052 4.824 4.569 -0.07 -0.08 -0.40
H 8.073 3.160 4.876 -0.04 0.15 -0.20
H 7.603 4.223 6.090 -0.02 0.01 -0.05
```
Positions in Å, forces in eV/Å.

Summary:
- Net charge: -2
- Energy: -6028.83047 hartree
- Gap between HOMO and LUMO: 0.068 Eh
- 2S+1: 1
- HOMO energy: -1.710 eV
- LUMO energy: 0.005 hartree


# 3
DFT (ωB97M-V/def2-TZVPD) results for an isolated ion of composition C4H12NS and charge +1 in a non-equilibrium geometry.

XYZ file:
```
18
Properties=species:S:1:pos:R:3:forces:R:3
C 0.084 0.645 1.612 0.48 1.19 -0.32
C 0.359 1.462 0.362 -1.29 0.16 -0.59
C 0.299 0.757 -0.991 0.51 -1.09 0.51
S 1.486 -0.647 -0.965 -0.08 0.30 0.07
C 0.590 -1.942 -1.859 0.75 -0.46 0.04
N -1.239 -0.061 1.511 0.32 -0.94 0.17
H 0.918 -0.029 1.734 -0.30 -0.69 0.29
H 0.027 1.324 2.453 -0.01 -0.05 0.22
H 1.294 1.953 0.482 1.05 0.20 0.18
H -0.340 2.286 0.282 -0.41 0.34 0.24
H 0.501 1.490 -1.766 0.05 -0.11 -0.20
H -0.658 0.270 -1.197 -0.20 0.40 0.00
H 1.182 -2.234 -2.727 -0.45 0.40 -0.32
H -0.423 -1.629 -2.079 -0.03 -0.05 -0.32
H 0.582 -2.852 -1.266 -0.24 0.03 0.37
H -1.763 0.279 0.713 -0.29 0.22 -0.19
H -1.079 -1.056 1.353 0.03 -0.16 -0.19
H -1.822 -0.014 2.347 0.10 0.30 0.02
```
Positions in Å, forces in eV/Å.

Summary:
- Net charge: +1
- Energy relative to the best compared isomer or geometry (same formula, charge and spin): 0.5878 eV
- Energy: -612.28310 hartree
- Structure (SMILES): CSCCC[NH3+]
- Gap between HOMO and LUMO: 0.313 Eh
- 2S+1: 1
- HOMO energy: -12.269 eV
- LUMO energy: -0.138 hartree


# 4
DFT (ωB97M-V/def2-TZVPD) results for C23H31AsCaN9OS8 as an isolated structure in a non-equilibrium geometry.

XYZ file:
```
74
Properties=species:S:1:pos:R:3:forces:R:3
Ca 0.724 0.496 -0.314 1.15 1.19 0.73
C 2.347 -4.199 1.669 0.95 0.58 0.37
C 2.468 -3.434 0.346 0.15 -0.71 -0.42
S 0.985 -2.648 -0.319 0.54 0.08 -1.56
C -0.253 -3.987 -0.313 1.04 -0.24 -2.11
C -1.192 -3.746 0.816 -1.69 0.30 1.08
S -0.431 -2.519 1.974 -3.34 -1.13 0.18
C -0.736 -3.393 3.555 -1.05 0.93 -0.11
C 0.622 -3.936 3.997 0.60 -0.18 0.10
S 1.852 -3.052 2.997 2.74 -0.70 2.00
H 3.367 -4.527 2.027 -1.07 -0.01 -0.86
H 1.686 -5.058 1.572 -0.09 -0.01 0.19
H 2.775 -4.134 -0.471 0.21 0.53 0.73
H 3.165 -2.593 0.434 0.08 -0.23 -0.06
H 0.330 -4.938 -0.235 -0.57 0.68 -0.05
H -0.739 -3.946 -1.350 0.56 -0.17 1.55
H -1.556 -4.687 1.312 0.53 0.93 -0.23
H -2.078 -3.214 0.463 -0.10 -0.36 -0.28
H -1.550 -4.135 3.438 0.52 0.34 0.14
H -1.107 -2.598 4.236 0.27 -0.65 -0.17
H 0.694 -5.037 3.926 0.08 0.51 -0.22
H 0.884 -3.680 5.033 -0.25 -0.07 -0.26
S 5.259 2.939 -0.033 -0.58 -0.46 0.12
As 3.607 2.546 1.307 0.79 0.33 0.18
S 1.695 3.072 0.430 -1.02 0.58 -0.51
S 3.049 0.394 1.459 0.15 -1.17 -0.19
S 4.051 3.415 3.245 -0.54 -0.42 -0.44
C -5.540 0.425 -0.197 -0.36 -0.08 -0.72
N -4.706 1.086 0.785 -0.31 0.10 1.58
C -5.274 1.864 1.823 0.36 -0.59 -1.05
C -4.279 2.291 2.607 0.74 -0.33 -0.18
N -3.060 1.784 2.083 -0.48 -0.50 -0.41
C -3.351 0.979 0.975 0.10 1.50 0.24
S -2.301 0.243 -0.113 -0.17 -0.28 -0.07
C -1.755 2.124 2.661 0.24 0.55 1.35
C -1.704 3.247 3.527 0.32 -0.96 -0.72
C -0.522 3.478 4.214 0.45 0.38 0.59
C 0.565 2.613 4.107 -0.84 0.14 -0.64
C 0.395 1.541 3.229 0.62 -0.17 0.08
N -0.715 1.309 2.514 -0.98 0.02 -0.04
H -6.458 -0.036 0.239 0.93 0.26 0.04
H -4.961 -0.324 -0.754 -0.12 0.24 0.39
H -5.895 1.172 -0.924 0.17 -0.18 0.12
H -6.342 2.020 1.847 0.18 0.01 0.17
H -4.357 2.856 3.525 0.28 -0.12 -0.29
H -2.514 3.932 3.681 -0.33 0.11 -0.22
H -0.458 4.365 4.871 -0.02 -0.55 -0.46
H 1.526 2.816 4.570 -0.09 -0.18 -0.06
H 1.219 0.824 3.074 -0.44 0.50 -0.01
N 4.295 -0.402 -1.469 0.15 -0.11 -1.47
C 3.604 0.050 -2.528 -0.18 -0.41 1.28
N 4.159 -0.143 -3.720 -0.34 0.24 -1.76
C 3.451 0.303 -4.769 -0.10 -0.04 1.11
N 3.809 -0.076 -6.017 1.15 -0.43 -0.60
N 2.337 1.063 -4.675 0.76 -0.80 0.03
C 1.825 1.109 -3.450 0.85 -0.50 0.09
N 2.343 0.568 -2.324 -0.41 0.54 -1.39
C 0.551 1.853 -3.465 -1.96 1.32 -0.02
C 0.002 2.381 -4.678 0.34 -0.94 0.42
C -1.249 2.988 -4.670 0.91 -0.08 0.03
C -1.780 3.316 -3.432 -1.37 0.84 0.03
C -1.135 2.902 -2.281 -0.07 -0.95 0.15
N -0.096 2.059 -2.309 0.70 0.04 -0.07
H 5.251 -0.691 -1.684 -0.60 0.35 0.29
H 4.064 -0.065 -0.546 -0.17 0.26 0.83
H 4.716 -0.518 -6.181 -0.65 0.34 0.47
H 3.392 0.355 -6.825 -0.18 0.17 0.33
H 0.540 2.199 -5.603 -0.15 0.02 0.21
H -1.739 3.228 -5.619 0.15 0.09 0.47
H -2.741 3.887 -3.374 1.04 -0.54 0.09
H -1.495 3.116 -1.278 -0.14 0.11 -0.22
O -0.931 -1.350 -2.638 -0.13 0.17 -0.81
H -0.902 -1.331 -3.622 0.02 0.09 1.09
H -1.699 -0.810 -2.390 0.06 -0.11 -0.13
```
Positions in Å, forces in eV/Å.

Summary:
- Net charge: -1
- Energy: -7562.17143 hartree
- Gap between HOMO and LUMO: 0.157 Eh
- 2S+1: 1
- HOMO energy: -2.621 eV
- LUMO energy: 0.060 hartree


# 5
DFT (ωB97M-V/def2-TZVPD) results for C22H42Cl2MnN5O4SSi4Te as an isolated structure.

XYZ file:
```
82
Properties=species:S:1:pos:R:3:forces:R:3
Mn -0.743 0.201 -0.584 0.43 -0.52 -0.20
Cl 5.891 3.531 0.496 0.03 0.04 0.02
C 4.542 2.548 -0.006 -0.06 -0.06 -0.03
C 4.777 1.226 -0.411 0.07 0.01 0.01
C 3.741 0.432 -0.808 -0.14 0.05 0.01
Cl 4.066 -1.193 -1.323 0.01 -0.03 0.01
C 2.367 0.872 -0.818 0.09 -0.11 -0.02
O 1.427 0.093 -1.160 0.05 0.08 0.05
C 2.194 2.239 -0.431 -0.10 0.03 -0.03
C 0.907 2.872 -0.510 -0.17 -0.18 -0.05
O -0.155 2.341 -0.840 0.18 0.30 0.12
C 3.273 3.047 -0.029 0.03 0.00 0.01
H 5.785 0.835 -0.410 -0.01 -0.01 -0.01
H 0.900 3.952 -0.270 -0.03 -0.04 -0.01
H 3.083 4.073 0.262 -0.01 0.00 0.00
C 2.582 -4.877 1.963 0.01 0.00 -0.01
C 2.058 -3.596 2.489 0.04 -0.04 0.01
N 2.058 -3.230 3.732 -0.04 -0.01 0.00
N 1.480 -1.988 3.702 0.02 0.05 0.04
C 1.122 -1.577 2.474 -0.01 -0.04 -0.10
S 0.381 -0.135 2.068 -0.02 0.08 0.00
N 1.505 -2.631 1.689 0.02 0.06 0.10
N 1.361 -2.773 0.315 -0.11 -0.02 -0.08
H 2.838 -5.524 2.799 0.00 0.01 0.00
H 3.468 -4.702 1.352 -0.01 0.00 -0.01
H 1.839 -5.356 1.329 0.00 -0.01 0.01
H 1.329 -1.469 4.547 0.00 0.01 0.00
H 1.798 -1.973 -0.137 0.02 0.05 -0.03
H 0.363 -2.703 0.078 0.03 0.04 -0.02
N -0.978 0.222 -2.864 0.08 0.15 -0.02
C -1.892 -0.713 -3.534 -0.02 0.02 -0.02
C -1.591 -2.155 -3.146 -0.07 0.10 -0.03
C -1.846 -2.434 -1.661 0.27 -0.20 -0.01
O -2.770 -3.156 -1.330 -0.03 0.00 0.01
O -0.977 -1.890 -0.867 -0.18 0.28 0.10
H -1.134 1.172 -3.186 0.00 -0.02 0.00
H -0.005 -0.004 -3.058 -0.03 -0.04 -0.05
H -1.830 -0.619 -4.624 0.00 0.03 0.00
H -2.911 -0.450 -3.239 0.01 -0.02 0.02
H -0.539 -2.366 -3.367 -0.01 -0.03 0.02
H -2.213 -2.822 -3.742 -0.02 0.01 0.02
C -7.358 4.091 1.516 -0.03 -0.01 0.03
Si -6.132 2.662 1.688 0.05 0.00 -0.08
C -5.541 2.615 3.474 -0.03 0.01 0.00
C -7.068 1.073 1.314 -0.03 0.02 0.05
Si -4.286 2.832 0.255 -0.04 0.02 -0.06
Te -3.090 0.701 0.669 -0.40 0.03 0.23
Si -4.974 2.841 -1.979 0.06 0.06 0.07
C -5.823 1.221 -2.406 -0.03 0.01 -0.03
C -6.148 4.259 -2.414 0.00 -0.02 -0.03
C -3.429 3.021 -3.050 -0.04 -0.02 -0.01
Si -3.053 4.750 0.790 0.00 -0.07 0.02
C -1.995 4.396 2.303 0.02 0.04 -0.04
C -4.180 6.219 1.170 0.02 0.01 0.02
C -1.921 5.297 -0.613 -0.04 0.06 0.02
H -8.225 3.919 2.162 0.00 0.01 -0.01
H -7.721 4.185 0.490 0.00 -0.01 0.00
H -6.914 5.047 1.800 0.01 0.00 -0.01
H -6.374 2.387 4.147 0.02 0.00 0.01
H -5.116 3.576 3.777 0.01 0.00 -0.01
H -4.772 1.851 3.600 0.00 -0.01 -0.01
H -7.794 0.865 2.107 0.00 -0.01 -0.01
H -6.384 0.226 1.237 0.01 0.01 0.00
H -7.615 1.154 0.372 0.01 0.00 -0.01
H -6.794 1.141 -1.914 0.00 0.00 0.01
H -5.221 0.368 -2.084 0.02 0.02 0.01
H -5.986 1.151 -3.486 0.00 -0.02 0.00
H -7.074 4.198 -1.838 0.00 0.00 0.00
H -6.412 4.228 -3.475 0.00 0.01 0.00
H -5.690 5.230 -2.210 0.00 -0.01 0.01
H -2.601 2.507 -2.558 0.03 0.00 0.00
H -3.148 4.070 -3.168 0.01 -0.02 0.01
H -3.576 2.590 -4.045 0.01 0.00 -0.02
H -2.607 4.117 3.163 -0.01 -0.01 -0.01
H -1.398 5.272 2.574 0.01 -0.02 0.01
H -1.324 3.557 2.100 0.00 0.00 0.01
H -4.794 6.040 2.054 0.01 -0.01 0.01
H -4.852 6.431 0.335 0.00 0.00 0.00
H -3.579 7.115 1.355 -0.01 0.00 -0.01
H -1.326 4.460 -0.978 0.01 -0.04 -0.02
H -1.250 6.087 -0.262 0.01 0.00 -0.02
H -2.498 5.697 -1.451 0.01 -0.01 0.01
```
Positions in Å, forces in eV/Å.

Summary:
- ⟨S²⟩: 8.7548
- Net charge: -1
- Energy relative to the best compared isomer or geometry (same formula, charge and spin): 0.5408 eV
- Energy: -5334.14589 hartree
- Gap between HOMO and LUMO (alpha / beta): 0.231 / 0.233 Eh
- 2S+1: 6
- HOMO energy (alpha / beta): -4.169 / -4.255 eV
- LUMO energy (alpha / beta): 0.078 / 0.077 hartree


- What is the formula in the fifth record?
  C22H42Cl2MnN5O4SSi4Te